Entry 1:
Formula: C15H15N3O6S
Source: OMol25
Level of theory: the ωB97M-V functional and the def2-TZVPD basis

XYZ file:
```
40
Properties=species:S:1:pos:R:3:lowdin_charge:R:1
S 1.99473 -0.66192 -1.61269 0.6992
O -0.62575 1.00459 -0.32222 0.0849
O 1.00859 1.32061 2.82981 -0.0270
O -2.36141 0.08711 -6.53849 0.0917
O -1.40683 -1.72694 -7.17671 0.0890
O 3.01459 -1.65406 -1.79051 -0.2899
O 2.37042 0.67981 -1.28753 -0.2599
N -1.55425 -0.80391 -6.40838 -0.3614
N 0.95502 -1.19281 -0.35606 -0.0810
N 0.88757 -0.32640 0.72499 0.0223
C -1.69681 -0.84093 4.11072 -0.0749
C -0.69515 -0.76395 -5.23981 -0.1332
C 1.09518 -1.70230 -3.96954 -0.0337
C -0.04697 0.28648 -3.19184 -0.0250
C -0.02893 -0.48396 5.78610 -0.0839
C 0.68046 0.31208 4.90994 -0.0071
C -0.86782 0.25094 -4.30580 0.0360
C 0.91788 -0.69091 -3.04316 -0.2549
C 0.50309 1.87817 1.63194 -0.2747
C -0.99147 -0.04784 3.22021 -0.0268
C -1.22476 -1.06218 5.39130 -0.0987
C 0.17267 0.82673 0.56715 -0.4615
C -0.64567 2.86088 1.84661 -0.0044
C 0.27853 -1.74433 -5.08514 0.0245
C 0.20300 0.53872 3.62000 -0.2643
H 1.61152 0.77278 5.20042 0.1178
H -1.46484 2.39113 2.38415 0.0799
H 0.37960 -2.51446 -5.83478 0.1239
H 1.36383 2.42610 1.21970 0.1699
H -1.37696 0.09650 2.22304 0.1092
H 1.70741 -0.25921 1.32497 0.1631
H -2.62561 -1.28962 3.79118 0.1065
H -1.78285 -1.68093 6.07703 0.0998
H -0.29748 3.71561 2.42019 0.0900
H -1.00644 3.19505 0.87848 0.0875
H 0.35126 -0.65028 6.78280 0.1042
H -1.63770 0.99093 -4.46301 0.1259
H -0.16153 1.04171 -2.43133 0.0992
H 1.87304 -2.43038 -3.80508 0.1145
H 1.13083 -2.14862 -0.07864 0.1232
```

Properties
molecular weight	365.4	u
Kohn-Sham gap	8.04	eV
E	-43385.0295	eV
ΔE to the lowest compared entry with this formula, charge and spin	0.0	kcal/mol
highest occupied orbital energy	-8.99	eV
LUMO energy	-1.0	eV
SMILES	C[C@@H](Oc1ccccc1)C(=O)NNS(=O)(=O)c1ccc([N+](=O)[O-])cc1



Entry 2:
Formula: C15H15N6O9Pb
Source: OMol25
Level of theory: the ωB97M-V functional and the def2-TZVPD basis

XYZ file:
```
46
Properties=species:S:1:pos:R:3:lowdin_charge:R:1
Pb -1.25956 -2.63044 -0.46257 1.5096
O -5.24076 2.57659 2.74416 0.0992
O 2.25645 1.11457 -1.25390 -0.0422
O -4.70707 4.66702 2.62082 0.1087
O -0.84439 -0.21794 -0.67396 -0.1252
O 0.55803 4.47879 -0.59481 0.0819
O 5.24459 -2.05829 -1.00767 0.1056
O -0.78158 5.99154 0.16630 0.1130
O -2.39047 -0.85017 0.75634 -0.1357
O -4.13478 -4.62858 1.45918 0.1147
N 4.31225 -0.00660 -0.82076 0.1106
N -4.52828 3.49172 2.38721 -0.3468
N -1.84630 -2.90884 -3.80772 -0.0452
N 0.99206 -2.57872 0.53482 -0.1007
N -0.46027 4.84194 -0.03666 -0.3462
N -0.97905 -2.10264 -3.00699 -0.1868
C 1.93677 -1.86281 -0.08666 -0.0753
C 2.64232 -3.48158 1.99598 -0.0099
C 3.63188 -2.79083 1.31497 0.0432
C -3.19906 -4.19051 1.02950 -0.0747
C -2.49315 4.14891 1.16234 0.1063
C -3.33492 3.14044 1.59647 -0.0956
C -1.71625 0.05818 0.19131 -0.6279
C -1.10169 2.47186 0.11231 0.0866
C -1.37697 3.78953 0.42802 -0.0985
C 3.27341 -1.95495 0.26222 -0.0977
C 1.33588 -3.36114 1.56189 -0.1192
C -3.08979 1.81157 1.30412 0.0898
C -1.96922 1.48176 0.55210 -0.0963
C 3.32642 0.94109 -0.35344 -0.2363
C 4.36492 -1.34263 -0.58025 -0.4484
H -1.07358 -1.10173 -3.17234 0.0880
H 3.83417 1.88324 -0.14290 0.1387
H 1.59820 -1.18911 -0.86668 0.1074
H 2.49857 1.73280 -1.95005 0.1000
H 5.04992 0.32806 -1.42454 0.1576
H -1.77581 -2.66494 -4.78917 0.0854
H 0.53458 -3.90651 2.04571 0.1170
H -0.02803 -2.36105 -3.25009 0.0885
H 4.67446 -2.88391 1.58770 0.1397
H 2.87496 -4.11385 2.84016 0.1221
H -3.76423 1.04253 1.65015 0.1356
H -0.22877 2.20849 -0.46892 0.1211
H -2.69846 5.18402 1.39296 0.1396
H 2.88547 0.56482 0.56754 0.1283
H -2.80287 -2.76171 -3.51421 0.0702
```

Properties
molecular weight	630.5	u
charge	+1
Kohn-Sham gap	9.29	eV
E	-48403.2885	eV
ΔE to the lowest compared entry with this formula, charge and spin	14.8	kcal/mol
highest occupied orbital energy	-12.90	eV
LUMO energy	-3.6	eV



Entry 3:
Formula: C15H16AsBiF6N2O2PS
Source: OMol25
Level of theory: the ωB97M-V functional and the def2-TZVPD basis

XYZ file:
```
45
Properties=species:S:1:pos:R:3:lowdin_charge:R:1
Bi -1.63697 -1.44564 1.95706 1.7666
As -3.73585 0.25114 -0.06309 0.8239
S -0.66083 -0.11339 3.94850 0.5950
P 0.42164 -2.34208 -2.28911 1.2260
F -4.16852 1.76726 0.53444 -0.1572
F -2.07220 0.45713 1.09471 -0.4630
F -2.77550 0.92395 -1.29406 -0.1838
F -2.92186 -1.29035 -0.38412 -0.3253
F -5.08810 -0.11330 -0.97329 -0.1328
F -4.25788 -0.52292 1.41201 -0.2764
O 1.03824 0.42626 0.33945 0.0900
O -0.08077 -1.49263 0.54966 -0.3585
N -1.30703 2.39313 4.38005 0.1595
N 0.06215 2.08175 2.56283 0.1773
C 3.27197 -5.16303 -2.20363 -0.0406
C 4.37415 -4.47015 -1.71464 -0.0249
C 0.42354 -0.66316 -1.65730 -0.2003
C -1.38785 -2.48593 -6.43169 -0.0191
C 0.51164 -0.53534 -0.16051 -0.6436
C 2.06979 -4.50544 -2.37998 -0.0870
C 4.28290 -3.12001 -1.39623 -0.0400
C -0.64961 1.60456 3.54701 -0.7985
C -0.26799 -2.41331 -3.90477 -0.3516
C 3.08715 -2.44689 -1.57051 -0.0596
C 1.97961 -3.13561 -2.08294 -0.3644
C -2.06283 -1.83986 -5.39939 -0.0401
C -0.16362 -3.10457 -6.20545 -0.0360
C -1.51513 -1.80816 -4.13452 -0.0742
C 0.40042 -3.07924 -4.94451 -0.0580
H -1.85160 1.99361 5.12797 0.1215
H -0.55372 -0.23724 -1.92364 0.0951
H 1.18458 -0.03987 -2.12927 0.1290
H 0.52386 1.45299 1.90246 0.0790
H -1.82267 -2.50708 -7.42194 0.1254
H 5.14623 -2.59058 -1.01778 0.1222
H 5.31253 -4.99015 -1.57448 0.1244
H 3.35005 -6.21533 -2.43862 0.1230
H -1.25153 3.40009 4.32328 0.1450
H 1.20409 -5.04701 -2.74197 0.1183
H 0.35460 -3.59712 -7.01626 0.1240
H 0.07252 3.07314 2.36668 0.1518
H -2.05260 -1.32534 -3.32546 0.0990
H 1.36414 -3.53989 -4.77650 0.1072
H 3.03021 -1.39238 -1.33100 0.1090
H -3.01764 -1.36958 -5.58793 0.1227
```

Properties
spin multiplicity	2
molecular weight	717.2	u
charge	+2
Kohn-Sham gap (alpha / beta)	6.81 / 6.85	eV
E	-125985.9568	eV
ΔE to the lowest compared entry with this formula, charge and spin	2.3	kcal/mol
highest occupied orbital energy (alpha / beta)	-14.14 / -15.01	eV
LUMO energy (alpha / beta)	-7.3 / -8.2	eV



Entry 4:
Formula: C15H16AuBN4O6
Source: OMol25
Level of theory: the ωB97M-V functional and the def2-TZVPD basis

XYZ file:
```
43
Properties=species:S:1:pos:R:3:lowdin_charge:R:1
Au 0.01847 1.12246 -0.13650 1.1964
O -0.58309 -1.62856 -1.26472 0.1315
O 2.16828 1.80059 -0.75100 -0.0876
O 3.37132 3.63228 -1.31118 0.0603
O -2.46336 2.02688 -0.73813 0.0706
O 0.71819 -1.66010 0.60824 0.1090
O -3.54106 3.98088 -0.76590 0.1386
N 1.55039 -0.25417 5.88108 0.1107
N -0.05262 3.34510 -0.70272 0.0619
N -0.43517 1.15248 1.89646 0.0178
N 0.42725 -0.22361 3.69606 0.1252
C 1.11493 3.94920 -0.73425 -0.1531
C 1.22703 5.33311 -0.63636 0.0338
C -1.84689 -3.43981 -0.35920 -0.0044
C -0.47977 -3.03790 -0.90360 -0.4422
C 0.02550 0.49828 2.78217 -0.3320
C 0.06211 6.06588 -0.48715 -0.0150
C 2.04115 -3.37851 -0.38897 -0.0024
C 2.36826 3.03345 -0.96047 -0.6158
C 0.66589 -3.04747 0.18092 -0.4469
C 1.02605 -0.19515 4.85138 -0.3629
C -1.19107 4.04365 -0.62248 -0.1768
C 0.38317 -3.90795 1.39993 0.0012
C -0.17054 -3.83107 -2.16087 -0.0032
C -2.43926 3.23669 -0.70754 -0.4633
C -1.17197 5.42104 -0.49968 0.0215
B 0.04919 -0.93064 -0.30488 -0.6414
H 0.24145 -4.94699 1.10098 0.0989
H 0.10833 7.14162 -0.37785 0.1165
H -2.59289 -3.24692 -1.12951 0.0974
H 2.78578 -3.20448 0.38662 0.1005
H 0.69689 -3.43030 -2.68128 0.0912
H 2.27793 -2.73028 -1.23311 0.1001
H -4.30766 3.39447 -0.81790 0.1408
H 1.23208 -3.84916 2.07973 0.0987
H 2.20706 5.78385 -0.67504 0.1261
H -2.10128 5.96504 -0.41494 0.1219
H -2.10678 -2.84903 0.51922 0.0989
H -0.49990 -3.56055 1.93206 0.0908
H 2.09862 -4.41978 -0.70357 0.0952
H 0.01313 -4.87578 -1.90927 0.1001
H -1.02695 -3.78057 -2.83251 0.0953
H -1.86820 -4.49819 -0.10428 0.0964
```

Properties
molecular weight	556.1	u
Kohn-Sham gap (alpha / beta)	6.53 / 6.53	eV
E	-38429.0460	eV
ΔE to the lowest compared entry with this formula, charge and spin	75.4	kcal/mol
highest occupied orbital energy (alpha / beta)	-9.08 / -9.08	eV
LUMO energy (alpha / beta)	-2.5 / -2.5	eV



Entry 5:
Formula: C15H16Br2F3PbS5SbSe5Te
Source: OMol25
Level of theory: the ωB97M-V functional and the def2-TZVPD basis

XYZ file:
```
49
Properties=species:S:1:pos:R:3:lowdin_charge:R:1
Pb -1.64155 0.26793 0.95337 0.7602
Te -0.02972 3.57360 -1.91595 0.9027
Sb -5.54117 1.35601 0.46339 -0.2961
Br -1.69337 -2.85588 3.22425 0.5495
Br -3.34954 -0.32154 4.23503 0.5399
Se -4.95041 -1.00546 0.46761 -0.1802
Se 0.26452 0.00935 -1.09853 0.5033
Se -3.11487 2.34651 -0.45152 -0.0708
Se -6.99228 2.05968 -1.31460 -0.2383
Se -5.48301 2.56041 2.53262 -0.2453
S 1.78725 2.08255 -4.26434 0.9296
S -1.36185 4.80593 -3.49164 -0.1452
S -3.20678 1.26881 -2.38526 -0.1273
S -2.25238 3.37815 -4.67801 -0.0967
S -3.90554 2.71102 -3.65400 -0.0547
F -1.11465 2.91387 2.80137 -0.0031
F 0.41145 2.89879 1.26809 -0.0744
F 0.52482 1.50071 2.92327 -0.0255
C 1.97917 -3.40078 1.72330 -0.2940
C 3.30470 2.61954 -4.82499 -0.4434
C 2.07482 -1.12321 0.87640 -0.2983
C 2.55247 -2.13707 1.70003 -0.0287
C 2.76840 0.21183 0.89380 -0.0856
C 0.38308 -2.65198 0.04763 -0.3401
C 2.50377 -4.47029 2.64550 -0.0659
C 0.97569 -1.37815 0.03949 -0.5854
C 2.76762 4.17225 -3.20057 -0.2539
C -3.45282 -2.13388 3.62196 -1.0758
C -0.37172 2.06600 2.03435 -0.6979
C 3.71585 3.74181 -4.16249 -0.2158
C 0.90028 -3.63854 0.88525 -0.0681
C -0.80552 -2.98289 -0.81083 -0.0969
C 1.65667 3.37354 -3.14770 -0.9668
H -1.02925 -4.04926 -0.75363 0.0719
H 0.42900 -4.61713 0.88955 0.1057
H 3.56457 -4.66327 2.46926 0.0701
H -0.63315 -2.69990 -1.84960 0.0605
H 3.39201 -1.92175 2.35536 0.1119
H -3.89544 -2.74881 4.39385 -0.0116
H 2.05985 1.03215 0.81209 0.0238
H 4.65742 4.23841 -4.35289 0.0894
H 2.39358 -4.17450 3.69144 0.0745
H -1.69785 -2.43701 -0.49014 0.0429
H 1.96236 -5.40662 2.50519 0.0662
H 3.45584 0.29538 0.04657 0.0825
H -4.02270 -2.11781 2.69663 -0.1180
H 2.88957 5.03960 -2.56717 0.0917
H 3.83091 2.08203 -5.59805 0.0536
H 3.33989 0.32988 1.81523 0.0741
```

Properties
molecular weight	1424.8	u
charge	-2
Kohn-Sham gap	5.95	eV
E	-564044.6456	eV
ΔE to the lowest compared entry with this formula, charge and spin	7.4	kcal/mol
highest occupied orbital energy	-2.26	eV
LUMO energy	3.7	eV



Entry 6:
Formula: C15H16Br2N4OPTl
Source: OMol25
Level of theory: the ωB97M-V functional and the def2-TZVPD basis

XYZ file:
```
40
Properties=species:S:1:pos:R:3:lowdin_charge:R:1
Tl -1.40482 1.16252 2.20487 0.7782
Br -5.98700 -0.68557 -3.43505 0.7557
Br -4.18419 4.15669 -1.19782 0.7679
P 1.28574 0.94837 0.66534 0.9118
O -2.48994 2.28039 0.51211 -0.3388
N 3.78397 0.52846 -0.49962 -0.1552
N 3.68390 0.27844 1.93879 -0.1541
N 2.71636 -1.44831 0.48733 -0.1522
N -2.40726 -0.45147 0.47222 -0.0022
C -4.87128 0.20823 -2.18518 -0.6373
C -3.93891 -1.93287 -1.29295 -0.0267
C 1.35697 -0.90591 0.48196 -0.3490
C -4.89890 1.57222 -2.13119 -0.1759
C 2.56641 1.32709 -0.63742 -0.3279
C -3.22651 0.19489 -0.39851 -0.1501
C -4.03293 -0.52233 -1.31694 -0.1904
C 4.44046 0.76569 0.78566 -0.1936
C 3.40470 -1.14350 1.74182 -0.1920
C -2.34951 -1.76020 0.47232 -0.1487
C 3.50410 -0.90181 -0.61845 -0.1929
C -3.10476 -2.55189 -0.40749 -0.0449
C 2.44795 1.04299 2.11954 -0.3508
C -4.09774 2.27015 -1.21978 -0.6087
C -3.23210 1.64293 -0.32288 -0.4546
H -3.01958 -3.62968 -0.37358 0.1069
H 0.85919 -1.17747 -0.45197 0.0880
H -4.54120 -2.50988 -1.98126 0.0777
H 4.35572 -1.67836 1.74288 0.1257
H -1.68253 -2.22260 1.19417 0.1050
H 4.45827 -1.43065 -0.64562 0.1257
H -5.54759 2.12563 -2.79597 0.0945
H 0.78424 -1.36447 1.29301 0.0712
H 5.40298 0.25152 0.77179 0.1257
H 2.12480 1.15334 -1.62018 0.0871
H 2.80278 -1.50730 2.57635 0.1264
H 2.69475 2.09275 2.29398 0.0884
H 2.81526 2.38803 -0.57985 0.0864
H 1.92789 0.68554 3.01148 0.0718
H 2.97922 -1.08698 -1.55701 0.1261
H 4.62112 1.83541 0.90310 0.1259
```

Properties
molecular weight	663.5	u
Kohn-Sham gap	7.29	eV
E	-177890.0400	eV
highest occupied orbital energy	-7.37	eV
LUMO energy	-0.1	eV